# 1
C7H8N4O3 | ωB97M-V with the def2-TZVPD basis set

The gap between HOMO and LUMO is 8.58 eV. As for the SMILES: [O-]/[N+]1=N\NC/C=C\N=C2/OC=C[C@@H]2O1. The charge is 0. The calculated total energy comes out at -19483.3829 eV. The calculation puts the energy above the lowest of the compared OMol25 structures with the same formula, charge and spin at 163.4 kcal per mole. As for the molecular weight: 196.166 g mol⁻¹.

```
22
Properties=species:S:1:pos:R:3:forces:R:3:lowdin_charge:R:1
H -2.078 1.074 1.719 0.665 0.206 -1.271 0.172
C -1.906 0.790 0.637 1.525 -1.908 1.516 -0.163
O 0.654 2.054 0.957 1.176 1.002 1.564 0.039
H 3.814 0.206 -0.227 -1.348 -0.042 0.502 0.134
H 2.654 0.646 1.043 -0.289 1.293 1.650 0.078
O -1.207 1.774 -0.173 -0.979 0.680 -0.857 0.017
C 1.009 -1.653 0.470 -1.354 0.469 -0.377 -0.120
C -2.955 -0.817 -0.612 0.393 0.285 2.305 -0.050
N 0.700 1.126 -1.038 -0.998 -1.074 -2.045 0.066
N 0.183 1.713 -0.097 -1.195 0.166 1.638 -0.387
N 0.181 -0.615 0.846 -2.679 0.294 0.609 0.111
H 2.298 0.459 -1.941 -1.017 1.276 3.162 0.188
H -3.992 0.894 -0.161 -2.424 1.755 -0.206 0.083
H -3.682 -1.438 -1.035 -0.563 -0.862 -0.998 0.118
C 2.734 0.188 0.118 0.009 -1.200 -1.498 -0.180
H 2.974 -1.871 -0.298 -0.370 -0.691 0.241 0.093
C 2.230 -1.238 0.176 1.955 -1.255 -0.965 -0.075
H 0.377 -2.531 0.285 1.574 -0.604 -0.037 0.126
C -3.156 0.346 -0.015 2.262 -0.670 -0.933 -0.004
N 1.996 0.876 -0.948 2.990 -0.175 -3.823 -0.044
C -1.044 -0.557 0.515 0.061 2.150 0.759 -0.248
O -1.781 -1.426 -0.222 0.605 -1.096 -0.936 0.047
```
Positions in Å, forces in eV/Å.

=====

# 2
C7H8O | ωB97M-V with the def2-TZVPD basis set

The gap between HOMO and LUMO is 9.11 eV. As for the SMILES: C=c1occ/c1=C\C. The charge is 0. The calculated total energy comes out at -9432.1185 eV. The calculation puts the energy above the lowest of the compared OMol25 structures with the same formula, charge and spin at 95.1 kcal per mole. As for the molecular weight: 108.140 g mol⁻¹.

```
16
Properties=species:S:1:pos:R:3:forces:R:3:lowdin_charge:R:1
H -0.079 -2.064 -1.302 -0.515 0.481 -0.939 0.064
C -1.949 1.417 -0.237 -5.314 0.785 -3.548 -0.065
H -0.645 1.858 1.306 0.058 -0.039 0.522 0.112
C 2.142 -0.074 1.520 -3.165 1.664 0.930 -0.053
H 1.941 -0.766 2.364 -0.082 -0.381 -1.033 0.084
H -2.940 2.043 -0.131 2.502 -1.256 -0.272 0.163
C -0.031 0.197 -0.157 -3.143 2.464 2.086 -0.165
H 3.137 -0.169 1.191 1.098 -0.142 -0.487 0.046
C -0.879 -1.473 -1.830 0.748 -5.782 -1.358 0.056
O -1.975 0.586 -1.466 0.018 1.107 2.607 -0.020
C -0.994 -0.336 -1.217 0.727 1.592 -0.381 -0.366
H 1.443 -0.894 -0.303 1.458 -1.996 -1.405 0.063
C -0.911 1.237 0.479 2.747 -0.374 0.875 -0.054
H 2.011 0.859 2.087 0.370 0.217 -0.451 0.064
H -1.408 -2.276 -2.635 0.904 3.351 2.278 0.143
C 1.135 -0.145 0.333 1.588 -1.689 0.576 -0.072
```
Positions in Å, forces in eV/Å.

=====

# 3
C7H8O | ωB97M-V with the def2-TZVPD basis set

The gap between HOMO and LUMO is 9.55 eV. The charge is 0. The calculated total energy comes out at -9427.1721 eV. The calculation puts the energy above the lowest of the compared OMol25 structures with the same formula, charge and spin at 209.2 kcal per mole. As for the molecular weight: 108.140 g mol⁻¹.

```
16
Properties=species:S:1:pos:R:3:forces:R:3:lowdin_charge:R:1
C 0.386 -0.247 1.329 -0.838 -2.678 2.659 -0.146
H -0.674 -1.715 2.803 1.547 0.916 -3.116 0.111
C -0.386 2.668 0.827 -0.626 -4.810 -5.628 0.117
C 0.196 0.147 -0.110 -2.314 2.313 1.251 -0.592
H 2.167 -0.848 -0.565 -2.813 2.091 -2.084 0.197
H -0.652 3.781 1.207 0.757 -3.320 -1.227 0.074
H -0.931 -1.769 0.682 1.374 0.573 3.486 0.120
C 0.071 -1.206 -1.630 -0.711 -1.528 -2.503 -0.208
C -0.329 -1.355 1.682 -2.023 -0.154 -0.444 0.009
H -0.095 -2.441 -1.553 1.481 3.227 -0.737 0.188
C 1.154 -0.239 -1.156 6.113 -2.333 0.828 -0.085
H 1.513 0.586 -1.840 -0.389 -1.311 0.645 0.129
H -0.387 -0.651 -2.446 0.774 -1.806 -2.213 0.117
C -0.343 1.571 -0.029 0.763 7.796 6.851 0.025
O -0.798 -0.658 -0.740 -2.607 1.058 3.842 -0.178
H 0.946 0.282 2.151 -0.487 -0.035 -1.610 0.122
```
Positions in Å, forces in eV/Å.

=====

# 4
C7H8O | ωB97M-V with the def2-TZVPD basis set

The gap between HOMO and LUMO is 8.84 eV. The charge is 0. The calculated total energy comes out at -9430.2082 eV. The calculation puts the energy above the lowest of the compared OMol25 structures with the same formula, charge and spin at 139.1 kcal per mole. As for the molecular weight: 108.140 g mol⁻¹.

```
16
Properties=species:S:1:pos:R:3:forces:R:3:lowdin_charge:R:1
C -0.580 -0.015 0.479 0.925 -1.998 0.762 -0.186
C 3.243 0.280 0.481 1.764 -1.464 2.003 -0.161
H 2.378 -0.998 1.881 -0.648 0.097 -0.325 0.112
H -2.550 0.967 0.439 1.130 0.315 -0.486 0.094
H -0.779 -0.562 1.452 0.960 -0.362 -1.600 0.134
H -0.315 0.003 -1.644 0.567 -1.510 0.633 0.107
H -1.020 1.928 0.044 0.052 2.337 -0.999 0.041
C 1.670 0.648 -0.978 -1.685 1.913 -0.066 -0.033
H 4.313 0.281 0.791 -1.182 0.292 -0.186 0.142
C 1.104 -0.166 0.101 -2.740 2.049 -1.733 -0.273
H -1.547 1.460 1.757 0.646 0.345 -1.086 0.086
C -0.162 -0.726 -0.797 -0.342 0.666 2.137 -0.037
O 2.912 0.896 -0.637 1.066 0.895 -2.059 -0.025
C 2.219 -0.417 0.971 0.603 -1.453 1.741 -0.049
H -0.087 -1.810 -0.954 -0.740 0.547 0.109 0.109
C -1.481 1.240 0.660 -0.377 -2.670 1.155 -0.061
```
Positions in Å, forces in eV/Å.

=====

Question: Which formula does entry 1 have?
Answer: C7H8N4O3